Entry from the Open Molecules 2025 dataset: a single C3H7NO molecule in a non-equilibrium geometry (ωB97M-V with the def2-TZVPD basis set).

Frontier orbital gap   0.3352 hartree
HOMO energy   -8.67 eV
E_LUMO   0.455 eV
Energy above the lowest of the compared OMol25 structures with the same formula, charge and spin   3.697 eV
Strongest force on any atom   0.075 hartree/bohr

```
! RIJCOSX wB97M-V def2-TZVPD def2/J DEFGRID3
* xyz 0 1
C 0.25 -1.12 -0.77
C -0.16 -0.09 0.35
C 0.49 1.23 0.11
N -1.77 0.00 0.26
O -2.29 -0.48 1.21
H -0.21 -0.81 -1.72
H 1.29 -0.83 -0.80
H 0.11 -2.08 -0.33
H 0.05 -0.52 1.30
H 1.51 0.99 0.58
H 0.02 2.06 0.66
H 0.70 1.65 -0.83
*
```

---

Entry from the Open Molecules 2025 dataset: 5 unconnected molecules or ions with the total composition C27H63N9O9 in a non-equilibrium geometry (ωB97M-V with the def2-TZVPD basis set).

Frontier orbital gap   0.3382 hartree
HOMO energy   -9.07 eV
E_LUMO   0.130 eV
Energy above the lowest of the compared OMol25 structures with the same formula, charge and spin   2.330 eV
Strongest force on any atom   0.048 hartree/bohr

```
! RIJCOSX wB97M-V def2-TZVPD def2/J DEFGRID3
* xyz 0 1
C -3.94 -3.02 -2.23
C -2.78 -2.44 -1.40
C -2.90 -0.90 -1.27
C -1.51 -0.25 -1.35
C -0.95 -0.20 -2.78
C 0.54 -0.56 -2.88
C 1.53 0.64 -2.83
N 1.01 1.88 -2.27
C 2.91 0.33 -2.20
C 3.51 -0.98 -2.75
C 4.50 -1.69 -1.82
C 5.75 -2.16 -2.54
O 5.86 -2.29 -3.75
O 6.81 -2.45 -1.72
O 3.70 1.40 -2.70
C 5.01 1.49 -2.21
C 5.63 2.76 -2.80
C 5.26 3.96 -1.92
C 6.18 4.09 -0.70
O 2.96 0.46 -0.80
C 1.96 -0.07 0.02
C 1.95 -1.60 0.16
C 2.19 0.54 1.40
C 2.27 2.06 1.34
C 2.50 2.65 2.75
C 4.01 2.64 3.14
C 4.39 1.57 4.18
O 4.82 2.13 5.41
C 3.72 2.39 6.26
H -4.17 -2.34 -3.03
H -3.66 -4.00 -2.62
H -4.81 -3.11 -1.58
H -2.79 -2.88 -0.40
H -1.82 -2.68 -1.86
H -3.55 -0.49 -2.04
H -3.32 -0.68 -0.30
H -1.59 0.76 -0.94
H -0.85 -0.80 -0.67
H -1.12 0.79 -3.20
H -1.50 -0.94 -3.35
H 0.75 -1.33 -2.14
H 0.67 -1.04 -3.85
H 1.79 0.87 -3.86
H 0.53 2.41 -2.98
H 0.39 1.74 -1.49
H 4.07 -0.71 -3.64
H 2.76 -1.70 -3.08
H 4.05 -2.57 -1.35
H 4.81 -1.06 -0.99
H 6.51 -2.57 -0.82
H 5.64 0.64 -2.49
H 5.06 1.58 -1.12
H 5.26 2.89 -3.81
H 6.71 2.63 -2.82
H 5.25 4.88 -2.50
H 4.26 3.78 -1.55
H 6.62 3.13 -0.44
H 5.61 4.40 0.18
H 6.96 4.83 -0.86
H 0.94 0.23 -0.25
H 2.70 -1.93 0.87
H 2.03 -2.12 -0.79
H 0.98 -1.88 0.58
H 1.37 0.29 2.07
H 3.15 0.17 1.79
H 1.33 2.45 0.94
H 3.09 2.40 0.71
H 2.13 3.67 2.81
H 1.96 2.01 3.45
H 4.59 2.46 2.24
H 4.28 3.61 3.53
H 3.55 0.89 4.34
H 5.23 0.98 3.81
H 4.02 3.09 7.03
H 2.88 2.83 5.72
H 3.35 1.47 6.72
N -7.05 0.09 -3.07
C -7.25 -1.25 -3.25
N -7.99 -1.59 -4.35
O -6.80 -2.08 -2.48
H -7.41 0.79 -3.70
H -6.52 0.38 -2.28
H -8.16 -2.57 -4.51
H -8.36 -0.93 -5.00
N 0.71 -2.04 7.50
C 1.54 -1.03 7.11
N 2.73 -1.44 6.55
O 1.26 0.14 7.26
H 0.93 -3.02 7.40
H -0.16 -1.78 7.92
H 3.37 -0.72 6.26
H 2.98 -2.40 6.43
N -3.97 -1.19 2.60
C -4.43 0.09 2.48
N -4.83 0.68 3.65
O -4.47 0.67 1.41
H -3.92 -1.69 3.47
H -3.67 -1.65 1.76
H -5.17 1.62 3.60
H -4.79 0.22 4.54
N -10.47 -1.69 -2.42
C -11.45 -2.53 -2.86
N -12.43 -2.83 -1.95
O -11.46 -2.97 -4.00
H -10.43 -1.32 -1.49
H -9.74 -1.47 -3.07
H -13.16 -3.44 -2.26
H -12.44 -2.48 -1.02
*
```

---

Entry from the Open Molecules 2025 dataset: a molecular structure, BH20NiO8 in a non-equilibrium geometry (ωB97M-V with the def2-TZVPD basis set).

Frontier orbital gap (spin up / spin down)   0.3454 / 0.2805 hartree
HOMO energy (spin up / spin down)   -13.65 / -13.65 eV
E_LUMO (spin up / spin down)   -4.252 / -6.013 eV
Energy above the lowest of the compared OMol25 structures with the same formula, charge and spin   1.268 eV
Strongest force on any atom   0.080 hartree/bohr

```
! RIJCOSX wB97M-V def2-TZVPD def2/J DEFGRID3
* xyz 1 3
Ni -1.10 0.54 1.49
B 0.12 -0.51 0.04
H 0.74 -1.06 -0.64
H -0.74 -1.13 0.22
H 0.69 -0.32 0.93
H -0.30 0.38 -0.41
O 0.58 1.32 2.65
H 1.33 0.78 2.89
H 0.93 2.21 2.62
O 0.91 0.03 -3.67
H 0.76 -0.44 -2.85
H 0.99 -0.65 -4.34
O -1.33 2.37 0.22
H -1.10 2.21 -0.70
H -1.74 3.23 0.21
O -1.13 -1.00 3.14
H -1.03 -1.94 2.98
H -1.57 -0.94 3.98
O -0.56 -3.03 -1.46
H -0.09 -2.71 -2.23
H -0.36 -2.40 -0.78
O 3.37 -0.35 -0.33
H 2.56 -0.18 0.15
H 3.08 -0.82 -1.12
O -3.01 -0.49 0.86
H -3.71 -0.49 1.51
H -3.48 -0.50 0.02
O 1.75 2.34 -1.68
H 2.18 1.57 -1.30
H 1.23 1.99 -2.41
*
```

---

Entry from the Open Molecules 2025 dataset: 8 unconnected molecules or ions with the total composition C32H64O8 in a non-equilibrium geometry (ωB97M-V with the def2-TZVPD basis set).

Frontier orbital gap   0.3532 hartree
HOMO energy   -9.05 eV
E_LUMO   0.564 eV
Energy above the lowest of the compared OMol25 structures with the same formula, charge and spin   15.096 eV
Strongest force on any atom   0.198 hartree/bohr

```
! RIJCOSX wB97M-V def2-TZVPD def2/J DEFGRID3
* xyz 0 1
C -1.87 -1.06 0.23
C -0.81 -0.12 0.77
C 0.47 -0.63 -0.08
O -0.06 -1.55 -1.06
C -1.46 -1.40 -1.14
H -2.95 -0.65 0.19
H -1.93 -1.96 0.83
H -0.64 -0.01 1.91
H -1.30 0.98 0.44
H 1.24 -1.12 0.58
H 0.93 0.29 -0.75
H -2.11 -2.29 -1.54
H -1.74 -0.61 -1.74
C 1.27 -5.75 -0.58
C 0.26 -5.00 -0.03
C -0.95 -5.59 -0.49
O -0.55 -6.52 -1.39
C 0.80 -7.04 -1.06
H 2.15 -5.73 -0.05
H 1.74 -4.99 -1.47
H 0.38 -3.82 -0.12
H 0.41 -4.94 0.97
H -1.78 -4.84 -0.98
H -1.37 -6.26 0.38
H 1.29 -7.44 -1.79
H 0.68 -7.93 -0.41
C 1.86 -0.61 -3.38
C 0.97 0.44 -4.00
C 1.82 1.11 -5.12
O 3.13 0.45 -4.92
C 2.89 -0.90 -4.43
H 1.18 -1.43 -3.21
H 2.25 -0.32 -2.44
H 0.70 1.25 -3.18
H -0.05 -0.01 -4.32
H 1.88 2.26 -5.04
H 1.26 0.80 -5.93
H 3.90 -1.28 -4.01
H 2.59 -1.44 -5.21
C -3.37 2.38 -1.78
C -2.79 3.55 -1.07
C -1.37 3.56 -1.53
O -1.42 3.20 -2.91
C -2.53 2.35 -3.12
H -4.42 2.25 -1.90
H -3.07 1.46 -1.29
H -2.79 3.55 -0.04
H -3.21 4.57 -1.29
H -0.78 2.91 -1.03
H -0.90 4.51 -1.30
H -2.23 1.40 -3.43
H -3.03 3.07 -3.69
C -0.79 -2.42 6.10
C 0.72 -2.07 6.04
C 0.93 -1.01 4.77
O -0.51 -0.86 4.42
C -1.31 -1.91 4.77
H -1.08 -1.85 6.82
H -0.91 -3.31 6.20
H 1.28 -3.08 5.79
H 1.14 -1.60 6.95
H 1.31 -1.43 3.97
H 1.48 -0.25 5.37
H -1.29 -2.73 4.18
H -2.35 -1.47 4.71
C 3.53 2.87 -2.07
C 2.30 3.60 -1.70
C 1.97 4.63 -2.78
O 3.30 4.92 -3.24
C 4.13 3.87 -3.21
H 3.28 1.89 -2.59
H 4.28 2.98 -1.11
H 2.25 4.05 -0.85
H 1.47 2.79 -1.35
H 1.42 5.53 -2.66
H 1.40 4.17 -3.64
H 5.24 4.35 -2.80
H 4.16 3.43 -4.17
C -6.13 1.59 2.13
C -5.43 0.97 3.34
C -4.12 0.63 2.80
O -3.95 1.37 1.60
C -5.14 1.33 0.99
H -6.36 2.70 2.24
H -6.99 1.16 1.88
H -5.96 -0.01 3.71
H -5.37 1.81 4.28
H -4.29 -0.27 2.68
H -3.23 0.82 3.55
H -5.27 0.44 0.72
H -5.24 2.14 0.13
C 3.18 1.55 1.34
C 4.06 0.52 0.68
C 4.06 -0.70 1.45
O 2.84 -0.56 2.27
C 2.80 0.80 2.60
H 2.24 1.79 0.72
H 3.73 2.46 1.55
H 5.06 0.88 0.27
H 3.52 0.53 -0.42
H 4.74 -0.68 2.18
H 4.04 -1.64 0.96
H 3.40 1.09 3.36
H 1.86 1.10 3.06
*
```

---

Entry from the Open Molecules 2025 dataset: a molecular structure, C7H8O in a non-equilibrium geometry (ωB97M-V with the def2-TZVPD basis set).

Frontier orbital gap   0.3573 hartree
HOMO energy   -8.81 eV
E_LUMO   0.910 eV
Energy above the lowest of the compared OMol25 structures with the same formula, charge and spin   4.334 eV
Strongest force on any atom   0.188 hartree/bohr

```
! RIJCOSX wB97M-V def2-TZVPD def2/J DEFGRID3
* xyz 0 1
C 1.71 -1.11 1.62
C 0.48 0.23 0.10
C -0.06 1.54 0.12
C -1.29 1.72 -0.64
C -1.85 0.72 -1.33
C -1.19 -0.54 -1.38
C -0.08 -0.82 -0.64
H 1.79 -1.98 0.86
H 2.65 -0.99 2.36
H 0.88 -1.14 2.40
H 0.53 2.40 0.81
H -1.61 2.61 -0.43
H -2.62 0.84 -1.81
H -1.70 -1.62 -1.89
H 0.71 -1.88 -0.91
O 1.66 0.02 0.77
*
```

---

Entry from the Open Molecules 2025 dataset: a single C20H22ClN3O3 molecule in a non-equilibrium geometry (ωB97M-V with the def2-TZVPD basis set).

Frontier orbital gap   0.3260 hartree
HOMO energy   -8.52 eV
E_LUMO   0.348 eV
Energy above the lowest of the compared OMol25 structures with the same formula, charge and spin   13.951 eV
Strongest force on any atom   0.269 hartree/bohr

```
! RIJCOSX wB97M-V def2-TZVPD def2/J DEFGRID3
* xyz 0 1
C 2.42 0.49 6.11
N 1.22 0.69 5.30
C 0.39 1.77 5.20
O 0.72 2.82 5.78
C -0.60 1.95 4.06
C -1.71 2.57 4.34
C -2.87 2.55 3.36
C -2.87 1.75 2.27
C -1.45 0.82 2.02
N -1.74 -0.02 0.97
C -0.94 -0.89 0.59
O 0.18 -1.43 1.29
N -1.03 -1.56 -0.49
C -2.08 -1.22 -1.50
C -1.93 -1.99 -2.84
C -0.46 -1.96 -3.32
O -0.15 -0.39 -3.23
C 0.84 0.04 -3.76
C 1.81 -0.56 -4.56
C 3.01 -0.10 -4.94
C 3.38 1.37 -4.76
C 2.45 2.06 -4.03
C 1.11 1.27 -3.46
Cl -0.01 2.47 -2.60
C 0.34 -2.62 -2.22
C -0.41 -2.77 -0.85
C -0.48 0.91 2.90
H 2.31 -0.20 6.85
H 3.40 0.45 5.61
H 2.32 1.50 6.57
H 1.02 -0.07 4.73
H -1.85 3.01 5.13
H -3.78 3.12 3.48
H -3.56 1.88 1.63
H -2.38 0.27 0.31
H -2.21 -0.12 -1.55
H -3.12 -1.42 -1.21
H -2.32 -2.85 -2.88
H -2.47 -1.60 -3.66
H -0.27 -2.25 -4.31
H 1.85 -1.75 -4.58
H 3.71 -0.84 -5.63
H 4.18 1.68 -5.12
H 2.75 2.86 -3.72
H 0.83 -3.61 -2.66
H 0.96 -1.82 -2.07
H 0.46 -2.84 -0.11
H -1.17 -3.73 -1.01
H 0.20 0.29 2.60
*
```